Formula: C11H11CrNO6S
Source: OMol25
Level of theory: ωB97M-V with the def2-TZVPD basis set

XYZ file:
```
31
Properties=species:S:1:pos:R:3:forces:R:3
Cr -1.03321 -1.67320 -1.32308 -0.11 0.50 -0.13
N -1.80321 -1.48555 0.64276 0.00 -0.04 0.15
C -0.90052 -1.93892 1.70997 -0.05 0.03 -0.01
C -0.51508 -3.39419 1.48482 0.08 0.09 0.12
C 0.45196 -3.59633 0.32199 -0.08 -0.27 -0.35
O 1.41969 -4.31961 0.43610 -0.08 0.17 0.12
O 0.13076 -2.99948 -0.80320 0.14 -0.41 0.34
H -1.99011 -0.49222 0.72037 0.02 0.06 0.01
H -2.69484 -1.96776 0.69035 -0.03 -0.04 -0.02
H -1.36158 -1.82081 2.69543 -0.01 -0.02 0.00
H -0.02088 -1.29529 1.67449 0.02 -0.01 -0.01
H -1.42278 -3.97808 1.29768 0.04 -0.04 -0.07
H -0.04483 -3.80755 2.37573 0.02 0.02 -0.01
O -3.61578 -2.13722 -3.88503 -0.03 -0.15 0.04
S -2.58319 -1.29266 -3.36110 0.55 0.01 0.56
O -2.42720 -0.00561 -3.97322 -0.10 0.06 -0.18
O -1.23397 -2.02419 -3.22799 -0.15 0.01 -0.48
O -2.75809 -1.09512 -1.80442 -0.28 0.02 -0.10
C -0.07937 -0.01843 -0.80265 0.05 0.01 -0.01
C 0.50171 0.98038 -0.42053 0.06 0.03 0.09
C 1.20547 2.15310 0.01100 -0.10 -0.07 -0.06
C 2.18825 2.07498 1.00214 0.04 0.01 0.02
C 2.86234 3.21138 1.42079 -0.02 -0.02 -0.02
C 2.56632 4.44731 0.86180 0.01 0.03 0.01
C 1.59054 4.53642 -0.12252 0.00 -0.02 -0.01
C 0.91761 3.40229 -0.54775 0.00 0.04 0.01
H 2.41831 1.10917 1.43344 0.00 0.01 0.00
H 3.62346 3.13129 2.18752 0.00 0.00 0.00
H 3.09376 5.33463 1.18944 0.00 0.00 0.00
H 1.35410 5.49604 -0.56597 0.00 0.00 0.00
H 0.16038 3.46522 -1.31838 0.01 0.00 0.01
```
Positions in Å, forces in eV/Å.

Properties
HOMO level (spin up / spin down): -5.324 / -4.960 eV
2S+1: 2
charge: -1
⟨S²⟩: 0.757

---

Formula: C11H11F10NO
Source: OMol25
Level of theory: ωB97M-V with the def2-TZVPD basis set

XYZ file:
```
34
Properties=species:S:1:pos:R:3:forces:R:3
O -0.28557 4.25482 0.18776 0.09 2.54 -0.28
C -0.33673 3.09395 0.33710 -0.83 -3.30 0.69
C -1.31868 2.06389 -0.22752 -0.14 0.37 0.55
C -0.30541 0.97740 -0.65612 -0.42 0.87 0.48
C -0.96934 -0.31282 -1.11751 0.08 1.26 -0.61
F -2.21980 0.01854 -1.50960 -0.69 0.19 -0.42
F -1.14762 -1.22197 -0.16498 0.37 -0.89 0.72
C -0.35909 -0.96267 -2.39351 0.18 -0.08 1.36
F -0.13473 -0.04030 -3.30799 0.39 1.33 -0.57
F -1.28928 -1.75127 -2.90377 -0.57 -1.35 -0.28
C 0.96737 -1.73689 -2.16959 -0.54 -0.77 -0.66
F 1.72712 -1.20437 -1.22070 0.05 0.60 0.92
F 1.66216 -1.65179 -3.29896 0.44 -0.02 -0.98
C 0.83533 -3.25582 -1.89222 1.30 0.63 0.22
F 2.07166 -3.71408 -1.76567 1.16 -0.23 0.25
F 0.31134 -3.89158 -2.88643 -1.23 -0.65 -1.39
F 0.20956 -3.52553 -0.78253 -1.05 -0.05 1.12
C 0.79342 1.03571 0.44621 0.72 -0.14 0.14
C 1.05264 -0.10404 1.45405 0.19 0.60 0.66
C 0.36412 0.06836 2.82213 -0.15 -1.28 -0.62
C -1.16542 0.11523 2.76311 0.59 0.52 0.20
F -1.59927 1.27674 3.39405 -0.35 0.03 0.27
N 0.53996 2.31964 1.14454 0.32 1.15 -1.35
H -2.00964 2.41756 -0.98383 0.42 0.17 -0.33
H -1.95479 1.83491 0.63406 0.12 -0.47 -0.07
H 0.16421 1.46811 -1.50928 -0.03 -0.51 -0.37
H 1.73356 1.20168 -0.08575 -0.01 -0.43 -0.08
H 0.89864 -1.10166 1.05607 -0.26 0.07 -0.15
H 2.12089 -0.06095 1.68247 0.07 -0.05 -0.14
H 0.62864 -0.82962 3.38740 0.11 0.07 0.10
H 0.78737 0.89552 3.37852 -0.29 0.36 -0.09
H -1.57581 -0.75151 3.27668 -0.30 0.09 0.07
H -1.57003 0.16877 1.75694 0.12 -0.24 -0.10
H 1.37322 2.90604 1.15486 0.16 -0.38 0.71
```
Positions in Å, forces in eV/Å.

Properties
HOMO level: -10.051 eV
SMILES: O=C1C[C@H](C(F)(F)C(F)(F)C(F)(F)C(F)(F)F)[C@H](CCCF)N1
2S+1: 1
charge: 0

---

Formula: C11H11FN2
Source: OMol25
Level of theory: ωB97M-V with the def2-TZVPD basis set

XYZ file:
```
25
Properties=species:S:1:pos:R:3:forces:R:3
C -3.50026 -0.41218 0.19814 2.50 2.01 0.01
C -3.68084 0.95669 0.17190 1.32 1.07 -0.69
C -2.22071 -0.90819 0.10049 -0.22 2.15 -0.14
C -2.65731 1.84353 -0.06572 0.86 1.73 0.33
C -1.11235 -0.02990 -0.04562 -1.85 0.38 -0.44
C 0.25969 -0.20732 -0.25880 0.92 0.30 1.35
C -1.32048 1.36462 -0.09286 -2.19 0.37 -0.17
C 0.82000 1.04137 -0.26519 4.60 -0.39 -0.69
C 0.97336 -1.47542 -0.00158 1.79 -1.03 -1.73
C 2.43536 -1.12687 0.35737 -0.43 1.13 -0.90
C 2.53265 1.26925 -0.38452 -5.07 -3.23 3.46
N -0.11359 2.04021 -0.24272 -1.09 -0.01 0.39
N 3.03060 -0.04644 -0.41328 0.12 0.68 -1.23
F 2.81954 2.06280 0.76142 0.48 -0.28 -0.25
H -4.31319 -1.00172 0.29821 -2.34 -2.11 0.42
H -4.55349 1.50744 0.28744 -2.18 -0.06 0.15
H -2.19542 -1.93115 0.17908 0.95 -2.37 -0.08
H -2.97182 2.94680 -0.16884 0.99 -1.75 0.24
H 0.59267 -2.01852 0.84900 -0.52 -0.02 0.30
H 0.88868 -2.19275 -0.88593 0.29 0.86 0.95
H 2.47023 -0.71348 1.32336 -0.30 -0.40 1.99
H 3.21101 -1.84297 0.21223 -0.19 -1.48 0.43
H 2.70511 1.83573 -1.19526 1.13 1.93 -2.80
H -0.03717 2.97246 0.17792 0.48 -0.75 -0.56
H 3.99299 -0.30846 -0.57434 -0.03 1.28 -0.35
```
Positions in Å, forces in eV/Å.

Properties
HOMO level: -7.815 eV
SMILES: F[C@H]1NCCc2c1[nH]c1ccccc21
2S+1: 1
charge: 0

---

Formula: C11H11IrN2O8Se
Source: OMol25
Level of theory: ωB97M-V with the def2-TZVPD basis set

XYZ file:
```
34
Properties=species:S:1:pos:R:3:forces:R:3
Ir 0.65220 2.08261 1.05028 -0.48 0.65 0.82
O -2.01888 1.03897 -1.91117 -0.14 0.14 0.07
C -1.58901 1.06779 -0.75862 0.15 -0.13 -0.21
O -0.93934 2.06207 -0.27212 0.39 -0.03 -0.11
C -1.91737 -0.10419 0.13788 -0.07 -0.25 -0.10
C -2.89714 -0.96829 -0.30348 0.15 0.13 0.00
C -3.29903 -2.07399 0.44004 -0.21 -0.25 -0.01
C -2.69642 -2.36916 1.66604 0.15 0.27 -0.10
C -1.72367 -1.51653 2.08715 0.00 -0.03 0.13
C -1.27553 -0.33847 1.39375 -0.03 0.02 0.05
O -0.39182 0.37656 1.93759 0.51 0.08 -0.33
N -1.06992 -1.81012 3.37598 -0.11 -0.08 -0.01
O -0.08820 -2.52468 3.36369 0.03 0.03 0.01
O -1.57973 -1.35690 4.38305 0.04 0.03 0.00
N -4.34134 -2.93488 -0.04355 0.12 0.09 0.07
O -4.87045 -2.68381 -1.11910 -0.02 -0.02 0.00
O -4.67096 -3.90054 0.64611 -0.02 -0.02 -0.02
H -3.34774 -0.76039 -1.26274 -0.01 0.00 0.00
H -2.99035 -3.23360 2.24167 -0.01 -0.01 0.00
C 3.81825 1.73297 -0.48069 0.03 0.04 0.10
C 2.54732 1.09147 -1.03753 -0.30 -0.10 0.05
C 2.90449 -0.24675 -1.69779 0.07 0.06 -0.06
C 1.89775 2.01547 -2.06918 0.03 0.04 -0.05
O 1.64719 0.73720 -0.02179 -0.27 -0.42 -0.06
H 4.55851 1.86707 -1.27540 0.05 0.02 -0.02
H 4.24255 1.09309 0.29676 0.00 -0.03 -0.01
H 3.59744 2.70141 -0.02968 -0.05 0.00 -0.01
H 3.63863 -0.11245 -2.49894 0.00 0.01 -0.02
H 2.00515 -0.70074 -2.11433 -0.04 0.00 0.01
H 3.31846 -0.92622 -0.95126 0.01 0.00 0.04
H 2.62586 2.32629 -2.82655 0.00 -0.02 -0.04
H 1.50429 2.90257 -1.57238 0.03 0.02 0.01
H 1.06241 1.51186 -2.55859 -0.03 0.00 0.02
Se 1.68639 3.95432 1.78492 0.03 -0.22 -0.20
```
Positions in Å, forces in eV/Å.

Properties
HOMO level (spin up / spin down): -1.000 / -1.001 eV
2S+1: 1
charge: -2

---

Formula: C11H11MnNO3Te4
Source: OMol25
Level of theory: ωB97M-V with the def2-TZVPD basis set

XYZ file:
```
31
Properties=species:S:1:pos:R:3:forces:R:3
Mn 1.65709 0.79696 1.15822 -0.17 -0.42 0.03
Te 2.50559 1.43822 3.89463 0.33 0.24 0.12
Te 4.06933 0.68045 5.91938 -0.16 -0.11 0.04
Te 6.60853 0.07662 2.65032 -0.16 -0.21 -0.06
Te 4.36454 1.13250 1.67129 0.24 0.58 -0.03
C 0.80183 -0.27637 -2.99625 0.03 -0.01 0.00
C 0.27453 -0.37394 -1.57626 -0.02 0.01 -0.01
O 0.82320 0.38324 -0.72428 0.07 -0.06 -0.12
C -0.75937 -1.25619 -1.25359 -0.06 0.10 0.01
C -1.19497 -1.30340 0.17322 0.09 -0.09 -0.07
C -2.40588 -2.14121 0.40627 0.04 -0.05 -0.02
C -2.91947 -2.92402 -0.55436 0.01 -0.01 0.00
C -2.37012 -2.97508 -1.88824 -0.01 0.00 -0.01
C -1.33801 -2.14908 -2.19649 -0.01 0.00 0.01
H 1.59347 0.46898 -3.01098 0.00 0.00 0.00
H 0.01520 0.01967 -3.69251 0.00 -0.01 0.00
H 1.20851 -1.23172 -3.33329 0.00 0.00 0.00
H -1.30528 -0.29822 0.58707 -0.03 0.00 0.00
H -2.83700 -2.12362 1.39998 -0.02 0.03 -0.01
H -3.78958 -3.53151 -0.32443 -0.01 0.01 -0.01
H -2.80278 -3.63288 -2.63041 0.01 -0.01 0.01
H -0.94428 -2.15359 -3.20701 0.01 0.00 0.01
N -0.01103 -1.78433 1.01877 -0.09 0.14 0.14
C 1.03477 -1.45944 1.41942 -0.06 -0.17 0.00
C -0.70358 4.05875 0.92585 -0.01 0.00 0.03
C 0.16896 2.84102 1.12681 0.06 0.01 0.08
O 1.37662 2.88256 0.75847 -0.08 0.11 -0.06
O -0.33195 1.81077 1.64634 0.01 -0.09 -0.07
H -0.11290 4.90359 0.58072 0.00 0.00 0.00
H -1.20434 4.30259 1.86246 0.00 0.00 0.00
H -1.47165 3.81871 0.18886 0.00 0.00 0.00
```
Positions in Å, forces in eV/Å.

Properties
HOMO level (spin up / spin down): -0.285 / -0.364 eV
2S+1: 6
charge: -2
⟨S²⟩: 8.763

---

Formula: C11H11N
Source: OMol25
Level of theory: ωB97M-V with the def2-TZVPD basis set

XYZ file:
```
23
Properties=species:S:1:pos:R:3:forces:R:3
C 2.95876 -0.55621 0.74559 2.52 1.36 0.82
C 2.26441 -1.56341 0.11301 -0.14 -0.94 -0.55
C 2.50078 0.72464 0.62784 0.89 0.58 0.99
C 1.12231 -1.25366 -0.59265 -1.22 -0.94 -0.48
C 1.36722 1.11586 -0.10099 0.63 -3.41 -0.37
C 0.69185 0.04488 -0.77514 0.65 -0.21 -0.39
C 0.87618 2.32010 -0.05212 -1.54 5.74 0.29
C -0.51550 0.45075 -1.48389 -0.49 -1.65 -1.62
C -2.06790 -0.89776 0.19148 0.27 0.84 1.22
C -1.35867 0.13983 1.10247 -0.78 0.69 2.63
C -1.32970 0.32945 -0.26617 -1.91 -1.20 -3.20
N 0.68139 3.53156 -0.21045 0.42 -1.28 -0.32
H 3.99863 -0.62265 1.25839 -2.11 -0.49 -0.87
H 2.64209 -2.55864 0.00440 0.15 -0.48 0.47
H 3.01344 1.52046 1.12002 0.51 0.33 0.36
H 0.46239 -2.07524 -0.97588 0.95 0.83 0.00
H -0.33779 1.41224 -1.88359 -0.28 1.29 -0.44
H -0.85664 -0.22486 -2.37382 0.50 1.04 1.92
H -1.58040 -1.92124 0.24716 -0.95 1.34 -0.38
H -3.15763 -0.73664 0.22351 0.50 -0.85 -0.25
H -1.88305 0.86126 1.78149 0.10 -0.79 -0.67
H -0.47081 -0.21559 1.55122 1.02 -0.40 0.72
H 0.08393 4.24705 0.24306 0.33 -1.39 0.11
```
Positions in Å, forces in eV/Å.

Properties
HOMO level (spin up / spin down): -7.108 / -6.314 eV
2S+1: 1
charge: 0